[1]
{
  "formula": "C6H10",
  "method": "the ωB97M-V functional and the def2-TZVPD basis",
  "species": ["C", "C", "C", "C", "C", "C", "H", "H", "H", "H", "H", "H", "H", "H", "H", "H"],
  "positions_angstrom": [[-1.031, -0.353, -0.656], [1.328, 0.629, -0.523], [0.236, 0.062, -1.407], [0.701, 1.550, 1.836], [1.074, 1.109, 0.665], [-0.819, -1.527, 0.301], [2.344, 0.655, -0.916], [-1.777, -1.935, 0.640], [-0.253, -1.228, 1.189], [-0.017, 0.813, -2.168], [0.370, 2.577, 1.969], [0.693, 0.900, 2.708], [-1.795, -0.618, -1.397], [-0.264, -2.337, -0.188], [-1.423, 0.507, -0.099], [0.634, -0.803, -1.954]],
  "atomic_forces_ev_per_a": [[-0.050, 0.033, -0.057], [-0.044, 0.099, 0.210], [-0.043, -0.034, -0.053], [0.055, -0.033, -0.105], [-0.052, -0.015, -0.021], [0.014, -0.050, 0.041], [-0.154, 0.030, 0.107], [0.131, 0.068, -0.038], [-0.057, -0.045, -0.160], [0.045, -0.125, 0.082], [0.086, -0.112, -0.012], [0.064, 0.084, -0.109], [0.098, 0.020, 0.080], [-0.101, 0.097, 0.047], [0.037, -0.120, -0.101], [-0.028, 0.101, 0.089]],
  "lumo_ha": 0.042,
  "e_tot_ev": -6382.495,
  "e_above_lowest_kcal_mol": 31.5,
  "homo_ev": -9.397,
  "orbital_gap_ha": 0.3871
}

[2]
{
  "formula": "C2H4BrN2P",
  "method": "the ωB97M-V functional and the def2-TZVPD basis",
  "species": ["Br", "P", "N", "N", "C", "C", "H", "H", "H", "H"],
  "positions_angstrom": [[-3.562, -0.154, 0.067], [-0.068, 2.546, 0.071], [-1.981, 0.073, -0.586], [-1.576, 2.637, -0.078], [-0.777, -0.221, 0.104], [0.353, 0.703, -0.173], [0.523, 0.663, -1.225], [-0.775, -0.529, 1.158], [1.262, 0.575, 0.485], [-0.462, -1.018, -0.626]],
  "atomic_forces_ev_per_a": [[-1.809, -0.559, 1.382], [0.913, -0.061, 0.170], [1.935, 1.749, -1.522], [-1.110, -0.094, -0.112], [-0.005, -1.817, -0.276], [0.591, 1.797, 1.101], [0.902, 0.114, -0.776], [-0.501, -0.128, -0.232], [-0.878, -0.416, -1.048], [-0.037, -0.584, 1.313]],
  "lumo_ha": [-0.038, -0.018],
  "e_tot_ev": -84444.957,
  "e_above_lowest_kcal_mol": 53.5,
  "homo_ev": [-8.896, -8.861],
  "orbital_gap_ha": [0.2892, 0.3077]
}

[3]
{
  "formula": "C84H70N14O28",
  "method": "the ωB97M-V functional and the def2-TZVPD basis",
  "species": ["O", "O", "O", "O", "O", "O", "O", "O", "O", "O", "O", "O", "O", "O", "O", "O", "O", "O", "O", "O", "O", "O", "O", "O", "O", "O", "O", "O", "N", "N", "N", "N", "N", "N", "N", "N", "N", "N", "N", "N", "N", "N", "C", "C", "C", "C", "C", "C", "C", "C", "C", "C", "C", "C", "C", "C", "C", "C", "C", "C", "C", "C", "C", "C", "C", "C", "C", "C", "C", "C", "C", "C", "C", "C", "C", "C", "C", "C", "C", "C", "C", "C", "C", "C", "C", "C", "C", "C", "C", "C", "C", "C", "C", "C", "C", "C", "C", "C", "C", "C", "C", "C", "C", "C", "C", "C", "C", "C", "C", "C", "C", "C", "C", "C", "C", "C", "C", "C", "C", "C", "C", "C", "C", "C", "C", "C", "H", "H", "H", "H", "H", "H", "H", "H", "H", "H", "H", "H", "H", "H", "H", "H", "H", "H", "H", "H", "H", "H", "H", "H", "H", "H", "H", "H", "H", "H", "H", "H", "H", "H", "H", "H", "H", "H", "H", "H", "H", "H", "H", "H", "H", "H", "H", "H", "H", "H", "H", "H", "H", "H", "H", "H", "H", "H", "H", "H", "H", "H", "H", "H", "H", "H", "H", "H", "H", "H"],
  "positions_angstrom": [[0.142, 2.741, -3.891], [-7.824, 2.589, -1.744], [-0.052, 2.204, 1.143], [-0.672, 4.769, -1.339], [-4.643, -2.432, -2.088], [1.758, 1.532, 6.949], [-5.932, -0.684, -1.957], [-3.454, -2.344, 5.958], [2.211, 1.448, 4.836], [3.591, -6.199, 1.609], [1.614, -2.203, -5.468], [5.494, 5.990, -0.739], [-0.838, -6.090, 3.129], [1.494, 1.753, -5.285], [3.733, 5.770, -2.036], [2.053, -5.677, 3.016], [-2.041, -4.313, 2.790], [-2.689, -0.369, 6.096], [6.062, -1.380, 1.974], [-1.698, 4.922, 0.615], [0.543, -1.474, -3.723], [6.749, -3.778, 0.016], [-1.895, 1.533, 0.268], [-0.385, -4.597, -4.668], [-2.415, -4.669, -3.945], [-6.428, 2.014, -0.226], [3.928, -1.026, 2.284], [7.701, -3.641, -1.921], [-5.411, -1.634, -2.565], [1.565, 1.787, 5.785], [-6.680, 2.339, -1.379], [1.208, 2.267, -4.229], [5.086, -0.662, 2.114], [6.772, -3.437, -1.133], [0.592, -1.803, -4.927], [-1.168, -4.959, 3.410], [-3.304, -1.237, 5.485], [3.163, -5.540, 2.540], [-1.209, -4.696, -3.767], [-0.824, 1.330, 0.815], [-1.639, 4.988, -0.623], [4.305, 5.887, -0.924], [1.003, -1.677, 2.088], [-4.193, 0.236, 2.165], [-1.762, -0.976, -5.169], [-2.847, -0.591, -5.927], [5.410, -4.608, 2.793], [2.190, 2.235, -3.212], [-4.469, -2.148, 2.084], [-1.078, 3.699, 3.932], [-4.350, 1.985, -1.997], [5.359, 0.796, 2.128], [4.436, -2.649, -0.923], [4.295, 1.660, 2.542], [-0.542, -1.783, -7.069], [-4.145, 6.155, -3.106], [-4.487, -0.921, 1.464], [-6.312, -1.661, -6.673], [0.110, 3.004, 4.263], [0.378, 2.592, 5.536], [6.260, -3.768, 3.483], [0.015, -4.930, 5.654], [-6.384, -0.658, -4.528], [5.638, -2.658, -1.627], [0.562, -2.831, 6.665], [-5.531, -2.685, -6.205], [3.331, -1.981, -1.476], [-2.933, 5.383, -1.263], [-0.845, -2.460, 0.747], [4.565, 2.986, 2.543], [0.720, -0.350, 1.809], [6.824, 2.557, 1.763], [-0.100, -2.158, 5.652], [4.426, 2.180, -2.589], [4.108, 2.151, -1.262], [0.595, -4.472, -2.085], [3.624, -3.890, 4.345], [-5.607, 2.359, -2.399], [-6.755, -0.587, -5.895], [0.271, -2.714, 1.511], [-0.424, -0.085, 1.094], [4.090, -4.634, 3.261], [3.506, -1.314, -2.709], [-1.612, -1.342, -7.831], [0.491, -5.731, -0.039], [-1.953, 3.932, 4.986], [-1.392, -5.796, -1.607], [1.746, 2.279, -1.882], [-1.212, -1.108, 0.546], [5.876, -3.090, 4.627], [3.511, 2.194, -3.592], [5.817, 3.470, 2.140], [2.087, 5.368, 0.127], [-3.294, 2.013, -2.932], [-5.628, -1.722, -4.061], [-0.825, -6.137, -0.385], [4.766, -1.392, -3.378], [-4.031, -2.257, 3.394], [3.197, 6.223, 2.561], [6.619, 1.192, 1.786], [3.401, 5.809, 0.280], [1.164, -4.866, -0.907], [1.391, 5.204, 1.279], [-1.767, 3.330, 6.290], [2.763, 2.150, -0.943], [-4.790, 2.775, -4.596], [4.038, 6.126, 1.430], [-5.280, 5.653, -0.996], [-3.740, -1.042, 4.080], [-0.666, -2.880, 4.590], [-2.778, -0.847, -7.304], [5.824, -2.029, -2.818], [-0.664, -4.942, -2.459], [-2.945, 5.698, -2.606], [0.562, -4.216, 6.726], [1.919, 5.697, 2.505], [-3.863, 0.202, 3.501], [-4.051, 5.304, -0.437], [4.559, -3.117, 5.041], [-3.525, 2.409, -4.191], [-5.884, 2.729, -3.750], [-5.366, 6.036, -2.354], [-0.516, -4.265, 4.563], [-0.659, -1.586, -5.723], [-5.138, -2.722, -4.881], [-0.584, 2.715, 6.562], [3.504, 6.632, 3.520], [-1.143, -2.362, 3.805], [-4.586, -3.513, -4.380], [2.512, 2.122, 0.119], [-1.575, -1.635, -8.886], [-3.721, -0.062, -5.489], [1.185, -3.854, -2.727], [2.143, -4.495, -0.623], [0.697, 2.716, 3.439], [0.664, -3.742, 1.706], [4.922, 2.107, -0.497], [5.747, -5.205, 1.968], [-2.382, -6.118, -1.891], [1.392, 0.402, 2.261], [-6.315, 6.289, -2.790], [1.756, 5.065, -0.829], [-3.950, -3.279, 3.831], [0.038, -5.976, 5.732], [7.309, -3.857, 3.263], [-4.770, -3.032, 1.473], [-6.432, -1.644, -7.762], [1.883, -1.861, 2.665], [-4.192, 1.214, 1.656], [-4.882, 3.112, -5.636], [3.373, 1.315, 2.942], [-2.044, 5.758, -3.130], [7.808, 2.947, 1.520], [2.719, -0.707, -3.174], [-7.532, 0.088, -6.206], [-6.148, 5.556, -0.341], [6.016, 4.508, 2.181], [3.859, 2.083, -4.616], [6.752, -2.223, -3.320], [0.852, -2.276, 7.565], [-0.218, -1.103, 5.618], [0.964, -6.043, 0.882], [4.841, -0.934, -4.373], [5.488, 1.994, -2.797], [0.727, 2.320, -1.643], [-3.691, -0.848, -7.958], [-1.795, -0.807, -4.081], [6.549, -2.581, 5.290], [4.310, -3.182, -0.017], [-5.099, -3.426, -6.900], [-2.252, 1.878, -2.541], [0.308, -2.328, -7.512], [-1.445, -3.198, 0.290], [-3.558, 1.067, 4.049], [2.333, -2.017, -1.039], [-0.449, 2.154, 7.488], [-6.641, 0.096, -3.765], [2.579, -4.047, 4.706], [0.391, 4.779, 1.187], [-4.645, -0.707, 0.414], [-4.202, 1.623, -0.985], [3.842, 3.647, 2.964], [0.955, -4.741, 7.588], [-4.221, 6.626, -4.086], [-2.746, 2.420, -4.944], [-1.347, -6.743, 0.273], [7.414, 0.468, 1.480], [-1.253, 4.046, 2.910], [4.246, -2.629, 5.999], [-6.819, 3.008, -4.133], [-2.130, -0.935, 0.026], [1.349, 5.591, 3.439], [-2.875, 4.514, 4.816], [-2.561, 3.435, 7.021], [5.073, 6.413, 1.443], [-3.965, 4.882, 0.534]],
  "atomic_forces_ev_per_a": [[-0.798, 0.129, -0.951], [0.780, 0.178, -0.308], [0.192, 0.207, 0.086], [-0.684, 0.122, 1.031], [-0.088, -0.252, 0.424], [0.956, -0.633, 0.340], [0.654, -1.686, -0.460], [-0.474, -0.136, -0.058], [1.177, -0.682, -0.644], [-0.198, 0.521, -0.030], [-1.368, 0.300, 0.303], [-0.048, 0.122, -0.443], [-0.001, 0.275, 0.309], [-0.508, 0.105, -0.874], [1.480, 0.411, 2.006], [-0.461, 0.199, -0.264], [1.427, -1.078, 0.915], [-0.613, 0.528, -0.862], [-0.919, -0.082, -0.165], [0.944, -0.101, -1.584], [-0.158, -0.604, -1.614], [0.092, -0.613, 0.913], [0.189, -0.043, 0.021], [-0.297, 0.309, 0.081], [0.161, 0.046, 0.341], [0.555, 0.378, -0.783], [0.905, -0.112, -0.264], [-0.749, -0.073, 0.897], [0.300, 1.146, -0.629], [-1.511, 0.916, 0.738], [-1.209, -0.621, 0.402], [-0.610, -0.394, 0.363], [0.221, 0.381, 0.393], [0.919, 0.450, -1.128], [0.290, 0.384, 1.586], [-0.935, 0.579, -0.377], [1.096, -0.231, 0.526], [0.547, -0.620, 0.836], [0.404, 0.014, -1.168], [-0.021, -0.802, 0.008], [-0.850, 0.036, 0.485], [-2.076, -0.988, -1.648], [0.020, 0.154, -0.861], [0.001, 1.067, -0.230], [-0.382, 0.538, 2.022], [-0.418, 0.222, -0.707], [-0.993, 0.810, 0.866], [0.226, 0.547, 1.122], [-0.118, -1.127, -0.911], [0.478, -0.053, 1.417], [0.521, -0.229, -0.236], [-2.147, -0.492, 0.593], [-0.488, 0.508, -1.009], [1.936, -1.582, -0.673], [0.128, -0.199, -0.544], [-2.229, -0.155, 0.048], [0.177, 1.537, -0.347], [-0.102, 1.105, -1.575], [-1.279, 0.499, -0.725], [-1.400, 0.041, 0.228], [0.957, -0.973, 0.461], [0.605, 0.517, 0.297], [-0.519, 0.688, -0.589], [-0.607, -0.434, 1.104], [-0.670, 0.498, 1.378], [1.388, -0.839, -0.009], [0.621, 0.421, -1.187], [0.402, -1.040, 0.875], [0.216, 2.283, 0.010], [0.899, 1.009, 0.077], [0.601, 0.216, 1.140], [0.045, 1.600, 0.370], [-0.139, -1.244, -1.103], [2.796, -0.773, 0.148], [-0.034, -0.005, 0.752], [-0.342, -0.047, -1.044], [-0.393, -0.563, 0.183], [-0.506, 0.211, -0.928], [0.382, -1.671, 1.916], [1.149, -1.009, 0.729], [-1.049, 0.066, -1.047], [0.245, 0.136, -0.783], [1.124, -0.103, 0.050], [0.245, -1.615, -1.572], [-1.071, 0.305, -0.915], [-0.798, -0.373, 0.684], [0.635, 1.083, -0.062], [2.682, -0.652, -0.908], [0.622, -0.829, 0.748], [-0.709, 0.053, 0.206], [-0.033, -0.366, -0.468], [0.269, -1.915, -0.118], [1.805, 0.188, 0.326], [1.172, -0.201, 3.053], [-0.827, 1.338, 0.394], [1.892, 0.877, -0.825], [-2.194, 1.288, -0.439], [-0.377, 0.200, 0.424], [0.138, -0.527, 0.116], [0.705, -0.200, -0.713], [1.099, -0.227, -1.806], [-0.069, -0.663, 1.284], [-0.963, 0.355, 1.285], [-0.343, 1.622, -1.903], [-0.621, 0.510, 1.724], [-0.839, 0.162, -0.892], [-1.273, 1.184, 1.825], [-0.090, -0.330, -0.479], [-0.411, -2.033, 0.091], [1.267, -0.317, 1.154], [-1.280, -0.076, 0.020], [0.290, -0.607, -0.655], [-0.128, -0.959, 1.741], [-1.121, 0.949, 1.236], [-0.302, 0.066, -1.018], [-0.452, -0.588, -0.428], [0.703, -0.607, 0.317], [-0.080, 0.368, -1.699], [-1.182, -0.123, 0.821], [0.327, 0.228, -1.729], [1.855, -0.224, 1.356], [2.117, 0.142, 0.865], [-0.978, 0.829, -0.010], [1.505, 0.201, -0.002], [-0.452, -0.402, 1.593], [0.575, -1.079, 0.154], [0.415, -0.141, -0.234], [-0.532, 0.322, -0.729], [0.218, -0.026, -0.555], [-0.202, -0.018, -0.263], [-0.144, 0.423, 0.267], [0.718, -0.734, -0.227], [-0.055, 0.380, -0.503], [-0.006, -0.067, -0.170], [1.147, -0.193, -0.635], [-0.709, 0.872, -0.245], [-0.991, -0.027, -0.619], [-0.063, -0.083, -0.151], [-0.015, -0.089, -0.022], [-0.755, -0.241, -0.566], [-0.121, 0.155, -0.125], [-0.475, -0.143, -0.739], [-0.003, 1.396, -0.100], [-0.117, -1.327, -0.337], [0.265, 0.423, -0.318], [0.487, 0.629, 0.799], [-0.539, 0.018, 0.390], [0.245, -0.380, 0.293], [-0.119, -0.646, 0.203], [-0.337, -0.199, 0.472], [-0.386, -0.555, -0.044], [1.183, -0.025, -0.837], [-0.156, -0.057, -0.095], [0.218, -0.600, 0.322], [0.310, 0.496, -0.354], [0.025, 0.105, -0.501], [0.266, 0.762, -0.070], [-0.505, 0.211, 0.141], [0.234, 0.357, -0.235], [0.298, -0.103, -0.550], [0.081, 0.745, 0.293], [-0.183, -0.118, 0.047], [0.057, -0.146, 0.514], [-0.399, 0.517, -0.368], [-1.132, 0.116, 0.328], [1.049, 0.670, 0.714], [0.216, -0.046, -0.605], [0.608, 0.227, -0.230], [0.197, -0.467, 0.816], [-0.511, 0.400, 0.426], [-1.088, -0.282, -0.584], [-0.478, 0.629, 0.348], [-0.402, -0.898, -0.264], [-0.068, 0.472, 0.292], [0.371, 0.097, 0.216], [0.165, 0.487, -0.193], [-0.193, -0.434, -0.846], [1.014, 0.363, -0.448], [0.330, 0.093, 0.425], [-0.472, -0.847, -0.137], [0.086, 0.280, -0.090], [-0.443, 0.510, -0.048], [-0.004, 0.022, -0.128], [0.184, -0.452, 0.068], [0.246, 0.133, 0.235], [-0.953, -1.083, 1.160], [-0.993, 0.742, 0.447], [0.015, -0.148, 0.421], [0.335, -0.348, -1.106], [-1.304, 0.285, 0.041], [-0.162, 0.491, -0.312], [0.088, 0.255, -0.561], [0.500, -0.412, 0.065], [0.205, -0.121, -0.018], [0.088, 0.138, -0.048], [0.027, 0.088, 0.654]],
  "lumo_ha": -0.032,
  "e_tot_ev": -166395.717,
  "e_above_lowest_kcal_mol": 0.0,
  "homo_ev": -9.585,
  "orbital_gap_ha": 0.3206
}